15 unconnected molecules or ions with the total composition C93H206N10O15 at a distorted geometry. Source: OMol25; level of theory: wB97M-V/def2-TZVPD.

orbital gap	7.927	eV
LUMO	0.23	eV
DFT total energy	-145374.4885	eV
molecular weight	1704.73	g mol⁻¹
highest occupied orbital energy	-7.699	eV

```
! RIJCOSX wB97M-V def2-TZVPD def2/J DEFGRID3
* xyz 0 1
O -8.506 0.308 -1.467
O 2.841 1.580 4.989
O 3.283 -4.032 4.873
O 4.930 -3.136 2.898
O -3.309 6.586 -1.472
O 5.853 0.020 -1.358
O 0.147 -0.991 -4.719
O -2.976 -2.198 5.311
O 5.155 -2.224 6.234
O -4.969 2.998 4.344
O -0.161 0.617 2.715
O 2.156 -4.769 7.631
O 4.246 6.680 -6.553
O -3.382 -7.636 -0.924
O 1.257 -4.690 -4.764
N 5.141 1.202 -1.688
N -2.697 7.156 -0.336
N 1.727 2.361 5.166
N 2.514 -5.044 -4.941
N 3.129 7.456 -6.368
N -3.217 -6.838 0.203
N 0.510 0.340 1.552
N -8.317 -0.591 -0.402
N -0.971 -0.884 -5.455
N 1.245 -5.631 8.030
C -2.351 -2.116 -3.878
C -1.255 7.559 -0.539
C 5.550 -4.025 2.012
C 4.492 9.580 -6.923
C -0.530 -3.876 7.884
C -3.383 -1.038 -5.739
C 1.175 -0.706 -1.060
C 6.825 2.794 -0.479
C 4.800 1.798 0.707
C -0.079 -5.459 5.920
C -0.085 4.235 6.578
C -0.816 7.460 2.087
C 1.741 2.010 7.742
C -1.112 8.591 -1.654
C 1.748 -7.002 8.251
C 3.192 -4.065 -5.801
C 3.190 8.725 -7.261
C -1.967 -0.364 -7.697
C 1.904 -1.288 2.756
C -7.362 -1.759 -0.819
C 3.157 4.384 5.772
C 4.601 -4.464 -6.031
C -7.409 -2.802 0.316
C 0.602 8.961 -6.541
C -9.311 0.845 1.344
C -7.794 -1.027 2.000
C 1.943 3.824 4.957
C 0.613 -7.882 8.782
C 0.961 1.848 6.403
C -7.001 -2.264 1.646
C 5.332 2.334 -0.735
C -2.338 7.284 2.188
C 2.385 -7.717 7.021
C 3.189 8.285 -8.764
C -3.130 6.566 0.988
C 3.115 -2.650 -5.219
C -3.375 -0.251 -7.020
C 1.253 5.886 -7.275
C 0.995 -1.026 1.541
C -6.849 1.112 0.932
C -2.557 -5.185 2.314
C -3.054 -7.497 1.520
C 5.389 -4.746 -4.736
C -3.120 -1.435 4.177
C -2.721 -5.491 -0.199
C -0.728 -0.181 -6.754
C -3.673 2.706 4.724
C 0.009 2.575 0.612
C -0.595 1.369 -6.612
C -1.129 -6.302 7.966
C 2.997 -4.371 -2.527
C 0.665 4.599 5.236
C -0.034 -5.334 7.423
C -3.265 -6.493 2.672
C 4.255 2.843 -3.420
C -0.332 2.673 6.575
C 2.461 -4.090 -7.137
C -0.735 -7.752 7.975
C -7.828 -2.385 -2.138
C 5.121 1.619 -3.159
C 1.795 -1.226 0.274
C -0.160 -2.092 1.573
C 2.052 5.890 -4.810
C -4.593 6.911 1.286
C 2.259 4.019 3.467
C -1.224 -5.492 -0.580
C -2.208 -0.841 -4.722
C 1.958 9.621 -7.000
C -0.224 6.400 -0.898
C 4.523 4.002 -2.569
C 1.874 6.775 -6.020
C 2.550 -6.771 -3.130
C 4.634 -5.690 -3.819
C 4.431 0.407 -3.829
C 2.790 -6.926 9.425
C -8.016 0.084 0.899
C -4.035 -8.769 1.626
C -0.673 8.217 0.711
C -1.532 0.584 0.108
C -3.455 -4.934 -1.406
C -2.987 -4.620 0.955
C 0.952 7.923 -5.478
C 0.870 0.839 -0.860
C 6.573 1.752 -3.713
C 3.100 -5.442 -3.649
C -2.849 5.041 1.159
C -1.607 -8.128 1.589
C 0.557 0.320 6.038
C 4.448 3.560 -1.148
C -0.039 1.020 0.356
C -5.894 -1.291 -1.040
C 0.480 -0.683 -7.398
C -2.392 0.383 -3.751
H -2.428 -3.686 0.899
H 5.218 -2.109 7.182
H -3.355 4.514 0.351
H 4.626 9.979 -5.918
H -1.640 1.172 -3.718
H 3.923 4.888 -2.777
H -4.052 7.177 -1.616
H -3.385 0.823 -3.842
H -1.570 -8.885 0.805
H 2.035 5.158 -7.488
H -2.166 0.527 0.992
H 2.870 -4.597 5.526
H 0.133 -3.155 7.407
H -0.255 6.525 2.110
H -0.943 4.860 6.827
H 7.187 0.909 -3.394
H 0.441 -7.766 9.852
H 4.139 3.924 5.664
H 2.809 4.415 6.804
H -1.573 -8.600 2.571
H 3.437 9.117 -9.423
H 1.314 -1.294 3.673
H 5.965 -3.468 1.172
H 2.695 1.483 7.758
H 6.384 -4.526 2.502
H 0.029 7.631 -4.976
H 4.631 10.481 -7.521
H 2.446 5.074 3.269
H -1.905 1.338 -0.586
H -8.794 -1.409 2.206
H 4.747 -6.661 -4.301
H 0.348 1.316 3.132
H -5.334 6.496 0.604
H 5.056 -0.485 -3.881
H -2.648 6.813 3.121
H 5.589 -3.904 -4.073
H 1.926 -2.304 0.179
H 2.139 6.389 -3.845
H -5.394 -1.892 -1.799
H -9.302 1.407 2.278
H 4.166 0.629 -4.863
H 2.265 10.348 -6.247
H -3.438 -3.848 -1.499
H -3.591 -2.054 -6.077
H 2.132 -2.220 -5.412
H -2.634 -6.892 3.465
H -10.182 0.191 1.340
H 1.675 10.183 -7.890
H 4.182 6.449 -7.482
H 2.820 -0.905 0.458
H -0.951 -4.978 5.477
H 2.113 -4.067 8.285
H 3.290 -2.553 -4.148
H -1.509 -2.190 -3.190
H 4.348 -3.506 3.566
H -0.132 5.623 -0.140
H -1.789 4.804 1.247
H 3.126 -7.190 6.419
H -7.191 -3.175 2.213
H 2.524 -6.120 10.108
H 4.435 3.087 -4.467
H 2.765 -8.717 7.230
H -2.836 -4.548 3.154
H 0.145 8.540 -7.437
H -0.351 -3.688 8.943
H -2.513 0.007 -2.735
H -2.953 3.523 4.672
H -0.270 1.974 -7.458
H -0.713 -1.928 2.498
H -0.082 8.931 -1.768
H -0.239 0.123 6.756
H -0.540 5.913 -1.821
H 1.964 -0.970 -1.763
H -5.935 -2.068 1.765
H 1.790 1.394 -0.675
H 1.569 -6.615 -2.680
H 4.467 2.724 1.176
H 1.718 -8.007 6.210
H 1.412 8.405 -4.615
H 1.304 -0.460 5.888
H 5.360 8.946 -7.107
H 2.537 -5.034 -7.676
H -9.461 1.546 0.523
H -4.475 -5.266 -1.599
H -6.293 1.084 -0.005
H 2.778 -3.377 -7.898
H -2.880 -5.205 -2.291
H 2.181 8.093 -9.131
H 0.447 5.197 -7.019
H 5.052 -3.773 -6.744
H 1.423 -3.795 -6.980
H 1.239 5.186 -4.631
H 1.039 -8.874 8.628
H 2.973 5.319 -4.697
H 0.081 1.611 -5.792
H 0.703 -0.160 -8.328
H -3.378 -2.004 3.284
H -4.290 -6.422 3.037
H 4.740 4.412 -0.534
H 5.484 1.145 1.249
H 3.827 -6.816 9.110
H -3.369 2.118 3.858
H 0.789 6.804 -0.878
H 1.389 3.719 2.881
H 2.402 -7.463 -3.959
H 0.816 -4.971 5.534
H 5.122 -0.597 -1.270
H -4.893 6.714 2.315
H -0.714 2.464 7.575
H -2.492 -7.643 -1.284
H -3.588 2.184 5.677
H 1.369 -0.571 -6.777
H -8.484 -2.982 0.281
H -0.908 -7.296 1.502
H -1.543 -0.419 -0.319
H 0.351 -1.720 -7.708
H 0.416 8.223 0.666
H 2.101 -3.753 -2.478
H -1.107 2.379 5.868
H 3.126 3.471 3.098
H -7.500 -0.575 2.948
H 0.433 1.267 -1.762
H 3.913 -2.057 -5.667
H -3.639 0.804 -6.945
H 2.625 -0.474 2.672
H 3.121 -4.764 -1.518
H 0.347 -1.385 -1.266
H -1.388 8.148 -2.611
H 3.483 0.122 -3.373
H 3.713 -3.348 5.386
H -0.147 9.660 -6.169
H 7.496 1.950 -0.319
H -2.749 8.289 2.283
H -2.189 -3.030 -4.449
H 5.263 -5.746 -2.931
H 4.851 -4.782 1.655
H 3.179 2.692 -3.331
H 0.481 -1.864 -4.936
H 6.928 3.403 0.419
H -0.459 3.156 -0.183
H 6.530 1.794 -4.801
H 5.021 -1.340 5.893
H -0.980 -4.595 -1.149
H -5.363 -1.077 -0.112
H 3.868 -3.718 -2.592
H 0.948 5.607 5.541
H 0.060 0.382 5.070
H -5.985 -0.364 -1.606
H -1.474 -5.184 2.438
H 4.615 -5.361 -6.650
H -0.012 4.658 4.384
H 1.251 1.592 8.621
H -5.433 2.158 4.370
H 2.368 -2.271 2.677
H 2.796 -7.817 10.053
H -1.473 1.843 -6.173
H 1.024 2.775 0.954
H -1.532 -8.357 8.407
H -4.887 7.952 1.154
H 3.824 1.338 0.553
H -7.708 0.339 -2.001
H -0.767 -8.249 7.006
H -7.243 2.123 1.043
H 5.561 4.253 -2.790
H -1.846 -1.299 -8.244
H -3.501 -1.753 5.980
H -8.734 -2.977 -2.010
H -3.447 4.496 1.890
H -0.414 8.151 2.828
H 3.921 7.547 -9.094
H -0.711 2.806 1.397
H -2.152 -6.401 7.604
H -1.936 0.373 -8.500
H 3.325 5.402 5.420
H 0.231 -3.108 1.627
H -7.939 -1.626 -2.913
H -0.584 -5.489 0.302
H -4.039 -4.367 1.079
H 7.312 3.294 -1.316
H 0.884 6.507 -8.092
H 0.575 4.519 7.397
H -4.232 -9.039 2.663
H 2.840 1.563 4.029
H -6.755 -3.592 -0.052
H 3.438 3.180 -0.996
H 1.844 3.080 7.924
H -4.333 -0.828 -5.248
H -6.116 0.864 1.699
H -5.041 -8.480 1.320
H 6.925 2.683 -3.271
H -1.632 9.530 -1.470
H 3.237 -7.181 -2.390
H -1.098 9.217 0.788
H -3.777 -9.620 0.995
H -0.838 -1.959 0.729
H -3.903 -0.693 4.330
H -0.944 -6.349 -1.193
H 0.077 -6.495 5.618
H 0.824 -5.408 -5.232
H -3.336 -2.184 -3.416
H -4.154 -0.650 -7.671
H -1.243 -6.018 9.012
H -1.553 -3.746 7.531
H -2.174 -0.918 4.010
H -7.037 -2.986 -2.587
H 6.363 -5.196 -4.931
*
```